No. 1
Here is 2 unconnected molecules or ions with the total composition C20H17F3N from the Open Molecules 2025 dataset. Energies are from the ωB97M-V functional and the def2-TZVPD basis.

As for the largest force on an atom: 1.8 eV/Å. Its total energy is -30650.3480 eV. As for the HOMO energy: -10.335 eV. The spin multiplicity is 1. The calculation puts the energy relative to the best compared isomer or geometry (same formula, charge and spin) at 26.0 kcal per mole. The LUMO energy comes out at -6.5 eV. Its charge is +1. For the HOMO-LUMO gap, the calculation gives 3.80 eV.

The geometry in XYZ format:
```
41
Properties=species:S:1:pos:R:3:forces:R:3:nbo_charge:R:1
C -1.012 -1.224 4.387 -0.041 -0.266 0.184 -0.629
C -1.020 0.033 3.572 0.052 0.315 -0.133 -0.061
C -2.144 0.359 2.805 0.284 0.167 0.069 -0.129
C -2.160 1.499 2.009 0.484 0.138 -0.018 -0.280
C -1.026 2.332 1.949 0.054 -1.275 1.180 0.133
N -0.988 3.385 1.064 0.113 1.069 -1.265 -0.844
C 0.086 2.039 2.765 -0.481 0.053 -0.355 -0.253
C 0.081 0.900 3.564 -0.377 -0.198 -0.130 -0.182
H -0.067 -1.338 4.925 -0.143 -0.024 -0.044 0.219
H -1.828 -1.228 5.119 0.155 -0.008 -0.086 0.225
H -1.148 -2.105 3.747 0.052 0.131 0.127 0.222
H -3.015 -0.298 2.839 0.188 0.208 -0.054 0.211
H -3.041 1.751 1.420 0.106 -0.069 0.073 0.203
H -0.220 4.044 1.118 -0.373 -0.144 0.361 0.387
H -1.865 3.773 0.737 0.150 0.008 0.506 0.383
H 0.943 2.712 2.761 -0.126 -0.150 0.000 0.207
H 0.941 0.662 4.193 -0.214 0.140 -0.223 0.220
F 1.578 0.408 -5.227 -0.960 0.362 1.479 -0.301
C 0.806 0.692 -4.121 0.788 0.215 -1.034 0.397
C 0.113 -0.358 -3.521 -0.226 0.653 0.343 -0.210
C -0.677 -0.009 -2.425 -0.706 -1.043 0.579 0.397
F -1.378 -1.011 -1.788 0.897 1.356 -0.866 -0.299
C -0.789 1.283 -1.944 0.192 0.650 0.154 -0.161
C -0.053 2.356 -2.552 0.225 -1.541 -0.429 -0.145
C -0.179 3.646 -1.977 -0.003 0.233 -0.689 0.126
C 0.280 4.910 -2.437 0.448 0.937 -0.407 -0.090
C -0.093 6.092 -1.714 0.045 -0.570 0.103 -0.107
C 0.398 7.344 -2.052 0.049 0.176 -0.053 -0.214
C 1.276 7.518 -3.133 -0.472 -0.579 0.391 -0.141
C 1.597 6.383 -3.870 0.681 -0.416 -1.196 0.387
F 2.422 6.530 -4.964 -1.024 -0.220 1.357 -0.305
C 1.118 5.114 -3.580 -0.001 0.326 0.194 -0.179
C 0.763 2.005 -3.674 -0.164 -0.145 0.116 -0.175
H 0.173 -1.375 -3.893 0.009 0.120 0.079 0.280
H -1.435 1.503 -1.093 0.215 -0.243 -0.126 0.261
H -0.718 3.650 -1.034 -0.108 -0.008 -0.076 0.249
H -0.793 5.986 -0.881 0.295 0.100 -0.181 0.227
H 0.105 8.217 -1.470 0.025 -0.264 -0.130 0.251
H 1.672 8.493 -3.405 -0.046 -0.204 0.033 0.265
H 1.392 4.291 -4.230 0.053 0.748 0.124 0.226
H 1.370 2.745 -4.179 -0.098 -0.735 0.041 0.227
```
Positions in Å, forces in eV/Å.

---

No. 2
Here is a single C4H8O2 molecule from the Open Molecules 2025 dataset. Energies are from the ωB97M-V functional and the def2-TZVPD basis.

As for the largest force on an atom: 0.8 eV/Å. Its total energy is -8369.1301 eV. As for the HOMO energy: -8.629 eV. The spin multiplicity is 1. The calculation puts the energy relative to the best compared isomer or geometry (same formula, charge and spin) at 95.7 kcal per mole. The LUMO energy comes out at 0.5 eV. Its charge is 0. For the HOMO-LUMO gap, the calculation gives 9.12 eV.

The geometry in XYZ format:
```
14
Properties=species:S:1:pos:R:3:forces:R:3:nbo_charge:R:1
C 1.675 0.450 -0.113 0.019 0.055 -0.040 -0.633
C 0.359 -0.292 -0.176 0.052 0.109 -0.330 0.070
O 0.054 -0.815 1.148 -0.394 -0.481 0.004 -0.467
C -1.162 -0.783 1.596 0.373 -0.199 0.048 0.091
C -0.770 0.502 -0.847 0.323 0.185 -0.105 -0.093
O -2.045 -0.051 -0.689 -0.156 0.164 -0.016 -0.745
H 1.541 1.447 0.319 0.029 -0.119 -0.037 0.215
H 2.083 0.557 -1.124 -0.059 0.047 0.148 0.224
H 2.403 -0.101 0.491 -0.144 0.059 -0.122 0.229
H 0.478 -1.241 -0.709 0.097 0.155 -0.161 0.189
H -1.162 -1.663 2.263 -0.114 0.323 0.775 0.093
H -0.545 0.470 -1.922 0.055 0.174 0.172 0.193
H -0.725 1.559 -0.531 -0.042 -0.205 0.038 0.160
H -2.184 -0.038 0.294 -0.039 -0.267 -0.374 0.474
```
Positions in Å, forces in eV/Å.

---

No. 3
Here is a single C2H4ClFN2 molecule from the Open Molecules 2025 dataset. Energies are from the ωB97M-V functional and the def2-TZVPD basis.

As for the largest force on an atom: 3.2 eV/Å. Its total energy is -20358.6888 eV. As for the HOMO energy: -9.801 eV. The spin multiplicity is 1. The calculation puts the energy relative to the best compared isomer or geometry (same formula, charge and spin) at 4.2 kcal per mole. The LUMO energy comes out at 0.7 eV. Its charge is 0. For the HOMO-LUMO gap, the calculation gives 10.53 eV.

The geometry in XYZ format:
```
10
Properties=species:S:1:pos:R:3:forces:R:3:nbo_charge:R:1
C 0.535 0.142 -0.967 0.101 -0.068 0.668 0.352
C -0.187 -0.575 0.119 -2.633 -1.369 1.128 0.139
H 2.221 1.040 -1.443 0.277 0.276 0.288 0.410
H 1.926 0.940 0.290 0.236 0.336 0.311 0.405
H -0.678 -0.594 -2.116 -0.280 0.725 -0.435 0.352
H 0.095 -1.646 0.220 0.245 0.892 0.151 0.213
N 1.732 0.667 -0.647 0.097 0.024 -0.481 -0.801
N 0.065 0.109 -2.128 -0.084 -0.692 -1.150 -0.665
F -1.575 -0.657 -0.228 1.425 0.044 0.103 -0.362
Cl -0.239 0.196 1.742 0.613 -0.168 -0.581 -0.043
```
Positions in Å, forces in eV/Å.

---

Question: energy relative to the best compared isomer or geometry (same formula, charge and spin) of number 2 (C4H8O2)?
Answer: 95.7 kcal per mole

---

Question: largest force on an atom of number 2 (C4H8O2)?
Answer: 0.8 eV/Å

---

Question: Among the records above, which one has the lowest largest force on an atom?
Answer: C4H8O2

---

Question: Which of these has the lowest HOMO?
Answer: C20H17F3N